Entry 1:
Entry from the Open Molecules 2025 dataset: C15H29O4PPb as an isolated structure at a distorted geometry (ωB97M-V/def2-TZVPD).

Computed properties:
Energy above the lowest of the compared OMol25 structures with the same formula, charge and spin (kJ/mol): 38.6
Total charge: +4
Max |F| (eV/A): 6.96
Calculated total energy (eV): -38699.2549
Gap between HOMO and LUMO (spin up / spin down) (eV): 4.3 / 4.4

Geometry (Å):
Pb -0.74 1.58 0.82
C 1.30 0.29 1.54
O 1.95 -0.34 2.25
C -1.45 -0.84 1.68
O -1.81 -1.79 2.21
C -3.37 0.93 0.19
O -4.46 0.60 0.03
C 1.60 -1.98 -0.92
P 0.39 -0.59 -1.16
H 1.52 0.09 -3.14
H 2.45 -1.51 -0.40
C -0.71 -1.27 -2.51
H -0.01 -1.61 -3.28
C 2.12 -2.58 -2.23
H 2.51 -1.82 -2.92
H 1.35 -3.17 -2.75
H 2.94 -3.27 -1.99
C 1.06 -3.08 0.01
H 0.29 -3.69 -0.48
C 0.81 1.98 -2.33
H 0.66 -2.69 0.95
H 1.90 -3.76 0.25
C 2.86 0.73 -1.55
H 0.83 2.57 -1.40
H 1.42 2.53 -3.07
H -0.22 1.94 -2.70
C 1.45 0.59 -2.15
H 3.34 1.62 -1.97
H 3.49 -0.13 -1.78
H 2.83 0.86 -0.45
C -1.62 -0.20 -3.12
H -2.21 0.32 -2.35
H -2.33 -0.70 -3.80
H -1.06 0.53 -3.71
C -1.53 -2.48 -2.03
H -2.02 -2.28 -1.06
H -0.93 -3.39 -1.93
H -2.32 -2.69 -2.77
H 0.51 3.26 0.46
H 0.24 3.41 1.19
C -1.09 3.46 5.01
C -1.20 2.18 4.26
C -1.58 0.94 4.97
O -0.96 2.17 3.03
H -1.39 3.30 6.05
H -1.73 4.24 4.57
H -0.06 3.83 5.00
H -2.51 0.53 4.56
H -0.78 0.19 4.88
H -1.73 1.16 6.03

---

Entry 2:
Entry from the Open Molecules 2025 dataset: C15H30AlCrO23S2 as an isolated structure at a distorted geometry (ωB97M-V/def2-TZVPD).

Computed properties:
Total charge: +1
2S+1: 5
Max |F| (eV/A): 7.15
Calculated total energy (eV): -119813.2375
Gap between HOMO and LUMO (spin up / spin down) (eV): 6.9 / 5.1

Geometry (Å):
Cr -1.31 1.23 2.55
Al 2.58 0.84 -2.19
S -1.38 2.60 4.88
O -0.77 2.81 3.61
O -1.86 1.28 4.56
O -0.58 2.66 6.12
O -2.32 3.70 5.11
S 0.20 0.70 0.33
O 0.11 1.41 -0.92
O 0.47 1.53 1.46
O -1.08 0.19 0.80
O 1.17 -0.36 0.07
C 0.75 -1.36 -6.09
O -0.38 -1.71 -5.23
C -0.34 -1.36 -3.96
O 0.58 -0.76 -3.39
O -1.46 -1.75 -3.41
C -1.58 -1.55 -2.04
H 1.44 -2.13 -6.42
H 1.26 -0.50 -5.65
H 0.42 -0.99 -7.06
H -0.63 -1.62 -1.52
H -2.31 -2.23 -1.60
H -2.01 -0.58 -1.77
C 3.38 -3.34 0.28
O 3.10 -3.97 -0.95
C 3.10 -3.34 -2.18
O 3.29 -2.11 -2.36
O 2.90 -4.29 -3.10
C 2.96 -4.00 -4.52
H 2.80 -2.42 0.35
H 4.45 -3.15 0.43
H 3.06 -4.03 1.06
H 3.20 -2.94 -4.60
H 2.04 -4.13 -5.09
H 3.75 -4.54 -5.05
C -3.81 -1.89 0.72
O -4.79 -1.09 1.34
C -4.38 -0.15 2.24
O -3.20 0.12 2.60
O -5.45 0.61 2.56
C -5.35 1.57 3.71
H -4.31 -2.76 0.31
H -3.13 -2.25 1.50
H -3.41 -1.38 -0.15
H -6.26 1.74 4.28
H -5.14 2.55 3.29
H -4.57 1.20 4.38
C 0.18 -3.02 2.04
O 0.79 -2.62 3.23
C 0.66 -1.36 3.67
O -0.15 -0.51 3.32
O 1.33 -1.39 4.76
C 1.13 -0.29 5.70
H 0.56 -2.36 1.26
H -0.89 -2.96 1.85
H 0.69 -3.96 1.82
H 0.09 -0.23 6.02
H 1.26 0.68 5.21
H 1.72 -0.27 6.61
C 0.39 4.70 0.03
O 0.62 5.44 -1.14
C 1.40 4.86 -2.09
O 1.83 3.70 -2.13
O 1.72 5.81 -2.95
C 2.48 5.53 -4.13
H 1.35 4.65 0.53
H -0.08 3.77 -0.27
H -0.29 5.22 0.71
H 3.55 5.39 -3.95
H 2.44 6.43 -4.74
H 2.00 4.71 -4.66

---

Entry 3:
Entry from the Open Molecules 2025 dataset: C15H30I2N3O5PPdSe as an isolated structure at a distorted geometry (ωB97M-V/def2-TZVPD).

Computed properties:
Energy above the lowest of the compared OMol25 structures with the same formula, charge and spin (kJ/mol): 0.0
2S+1: 3
Max |F| (eV/A): 1.05
Calculated total energy (eV): -125070.1203
Gap between HOMO and LUMO (spin up / spin down) (eV): 6.6 / 6.3

Geometry (Å):
Pd 2.32 -0.33 -0.44
Se 4.65 0.15 -0.24
C 5.34 -1.37 0.51
N 5.77 -2.33 0.98
C 0.92 1.36 -3.51
N 0.60 2.36 -2.50
C -0.61 3.13 -2.73
C -1.09 3.80 -1.46
C 0.09 4.49 -0.81
N 1.14 3.52 -0.55
C 1.98 3.72 0.61
C 1.41 2.53 -1.43
O 2.40 1.78 -1.25
H 0.29 0.48 -3.40
H 1.96 1.06 -3.40
H 0.78 1.80 -4.50
H -1.38 2.45 -3.11
H -0.42 3.87 -3.52
H -1.48 3.05 -0.77
H -1.88 4.51 -1.69
H -0.20 4.93 0.15
H 0.47 5.31 -1.43
H 1.35 3.80 1.50
H 2.58 4.63 0.51
H 2.64 2.87 0.73
I 3.14 -2.46 -1.92
I 1.88 -4.80 -2.37
C 1.99 -2.89 2.16
C 0.47 -2.97 2.02
C -0.23 -2.31 3.20
C 0.02 -4.41 1.85
O 0.09 -2.32 0.77
P -0.09 -0.75 0.51
O 0.97 0.03 1.26
O 0.09 -0.58 -0.98
O -1.52 -0.35 1.05
C -2.78 -0.59 0.35
C -2.82 -1.99 -0.25
C -3.84 -0.42 1.42
C -2.91 0.49 -0.73
H 2.31 -3.37 3.09
H 2.31 -1.85 2.18
H 2.47 -3.40 1.33
H 0.02 -2.85 4.12
H -1.32 -2.35 3.07
H 0.08 -1.27 3.31
H 0.29 -4.99 2.73
H 0.50 -4.85 0.98
H -1.06 -4.46 1.71
H -2.69 -2.74 0.52
H -2.04 -2.11 -1.00
H -3.79 -2.15 -0.73
H -3.75 -1.20 2.17
H -4.84 -0.48 0.98
H -3.73 0.55 1.91
H -2.11 0.40 -1.45
H -2.88 1.48 -0.26
H -3.87 0.39 -1.24

---

Entry 4:
Entry from the Open Molecules 2025 dataset: a 7-piece molecular cluster, C15H30N3O7S overall at a distorted geometry (ωB97M-V/def2-TZVPD).

Computed properties:
Total charge: -1
Max |F| (eV/A): 4.46
Calculated total energy (eV): -45669.0462
Gap between HOMO and LUMO (eV): 9.0

Geometry (Å):
N 16.91 -34.36 -2.60
O 17.91 -34.80 -2.02
O 16.62 -33.17 -2.34
O 16.31 -35.03 -3.37
C 17.91 -32.88 -0.43
C 17.69 -32.20 0.91
N 17.50 -31.66 1.90
H 17.76 -32.13 -1.21
H 17.05 -33.54 -0.55
H 18.80 -33.50 -0.53
C 15.25 -32.85 -4.56
C 14.50 -31.57 -4.85
N 13.86 -30.63 -5.07
H 14.51 -33.65 -4.47
H 15.74 -32.76 -3.59
H 16.01 -33.09 -5.30
C 16.13 -36.59 -1.79
S 16.18 -38.26 -1.05
O 16.01 -39.36 -2.10
C 18.02 -38.58 -0.93
H 15.11 -36.25 -1.95
H 16.60 -36.69 -2.77
H 16.54 -35.79 -1.17
H 18.38 -38.80 -1.94
H 18.19 -39.46 -0.30
H 18.51 -37.71 -0.51
C 18.49 -32.03 -3.66
C 19.26 -31.04 -2.76
O 20.48 -30.86 -2.91
C 18.53 -30.11 -1.82
H 18.51 -31.65 -4.68
H 17.44 -32.04 -3.36
H 18.91 -33.03 -3.52
H 19.18 -29.33 -1.43
H 18.35 -30.56 -0.84
H 17.65 -29.68 -2.28
C 17.89 -35.87 -4.70
C 19.20 -36.56 -4.78
O 20.15 -35.95 -5.31
C 19.41 -37.92 -4.20
H 18.13 -35.03 -4.06
H 17.13 -36.46 -4.19
H 17.45 -35.40 -5.58
H 18.56 -38.08 -3.53
H 20.32 -37.88 -3.60
H 19.43 -38.74 -4.91
C 13.62 -30.34 -2.43
C 14.96 -30.95 -2.28
O 15.91 -30.67 -3.04
C 15.24 -31.78 -1.07
H 12.85 -31.03 -2.09
H 13.37 -30.21 -3.49
H 13.68 -29.51 -1.73
H 15.67 -31.14 -0.30
H 15.99 -32.56 -1.24
H 14.34 -32.27 -0.70

---

Entry 5:
Entry from the Open Molecules 2025 dataset: C15H30NO3PSTa as an isolated structure at a distorted geometry (ωB97M-V/def2-TZVPD).

Computed properties:
Total charge: -1
Max |F| (eV/A): 5.32
Calculated total energy (eV): -45341.3485
Gap between HOMO and LUMO (eV): 6.6

Geometry (Å):
C -1.25 1.61 3.76
C -2.55 1.64 2.78
O -2.26 2.58 1.73
C -3.08 2.35 0.55
C -2.15 2.34 -0.80
Ta -1.34 0.16 -1.14
O -0.37 0.33 0.74
C -2.62 -0.01 -3.10
N -3.74 -1.03 -2.94
C 0.51 0.90 -2.30
C 1.77 1.31 -1.34
C 2.76 2.20 -2.30
O 2.51 0.12 -1.01
C 3.15 0.20 0.28
C 2.91 -1.24 0.99
C 1.87 -1.36 2.15
C 1.58 -2.72 2.82
C 2.36 -3.97 2.31
C 3.43 -3.84 1.17
C 3.74 -2.47 0.48
P -0.73 -2.36 -1.41
S 0.89 -2.65 -2.47
H -0.40 2.15 3.20
H -0.87 0.53 3.94
H -1.41 2.19 4.73
H -3.46 1.91 3.42
H -2.71 0.56 2.42
H -3.78 3.26 0.46
H -3.69 1.40 0.67
H -2.70 2.76 -1.71
H -1.23 2.98 -0.53
H -2.88 -0.42 -0.23
H -0.91 -0.15 1.40
H -3.12 1.01 -3.34
H -1.98 -0.29 -4.02
H -3.52 -1.78 -3.61
H -3.69 -1.44 -1.99
H 0.22 1.89 -2.84
H 0.88 0.20 -3.12
H 1.41 1.93 -0.45
H 2.21 2.62 -3.22
H 3.54 1.46 -2.73
H 3.34 3.00 -1.71
H 4.29 0.36 0.21
H 2.75 1.03 0.96
H 1.32 -0.40 2.47
H 0.79 -2.78 3.66
H 2.10 -4.97 2.80
H 4.02 -4.74 0.78
H 4.51 -2.34 -0.35
H -1.83 -3.02 -2.08
H -0.56 -3.02 -0.14

---

Entry 6:
Entry from the Open Molecules 2025 dataset: a 3-piece molecular cluster, C15H30NO3S overall at a distorted geometry (ωB97M-V/def2-TZVPD).

Computed properties:
Total charge: -1
Max |F| (eV/A): 5.25
Calculated total energy (eV): -34502.9085
Gap between HOMO and LUMO (eV): 4.1

Geometry (Å):
C 3.67 0.30 1.15
C 4.25 1.78 1.56
S 2.95 3.06 1.97
C 1.46 2.95 0.83
C 0.28 2.16 1.69
O 0.31 2.74 3.08
C -1.22 2.47 1.09
C -2.05 1.07 0.72
C -3.46 0.69 1.55
N -1.56 0.27 -0.29
H 4.62 -0.40 0.99
H 3.09 0.27 0.11
H 2.99 -0.19 1.99
H 4.93 1.63 2.53
H 4.99 2.15 0.70
H 1.68 2.48 -0.21
H 1.08 4.05 0.65
H -0.51 2.43 3.59
H -1.81 3.09 1.92
H -1.13 3.17 0.15
H -4.06 1.70 1.78
H -3.16 0.13 2.53
H -4.14 -0.02 0.89
H -0.67 0.70 -0.69
C -5.16 0.62 -2.17
C -6.10 0.45 -3.33
C -7.43 0.83 -2.72
O -7.16 1.79 -1.69
C -5.74 1.81 -1.46
H -4.12 0.76 -2.47
H -5.21 -0.27 -1.52
H -5.84 1.16 -4.12
H -6.10 -0.55 -3.76
H -7.91 -0.04 -2.25
H -8.12 1.26 -3.45
H -5.35 2.75 -1.87
H -5.55 1.80 -0.38
C 5.63 -4.84 0.37
C 4.78 -4.39 -0.80
C 4.17 -3.11 -0.28
O 5.12 -2.54 0.64
C 6.13 -3.52 0.92
H 6.43 -5.52 0.09
H 5.00 -5.34 1.11
H 5.42 -4.18 -1.66
H 4.03 -5.13 -1.11
H 3.25 -3.31 0.28
H 3.95 -2.40 -1.07
H 7.05 -3.21 0.41
H 6.32 -3.56 1.99